# 1
ORCA calculation (ωB97M-V with the def2-TZVPD basis set) on a cluster of 13 separate species, C7H36O13 in total in a non-equilibrium geometry.

```
56
Properties=species:S:1:pos:R:3:lowdin_charge:R:1
C -0.598 -1.491 -2.920 -0.0927
C -0.004 -0.568 -1.882 -0.2372
C -1.034 0.024 -0.926 -0.2745
C -1.894 0.981 -1.318 0.0339
C -2.842 -0.997 2.284 -0.2132
O -2.166 -2.234 2.701 -0.1104
C -2.144 -0.279 1.233 -0.0979
C -1.378 -0.740 0.250 -0.0905
H -1.487 -1.051 -3.325 0.0668
H 0.048 -1.638 -3.819 0.0927
H -0.883 -2.531 -2.637 0.0669
H 0.597 -1.256 -1.278 0.1007
H 0.608 0.040 -2.535 0.0794
H -1.650 1.579 -2.198 0.0421
H -2.944 1.302 -1.137 0.1167
H -4.001 -1.217 2.097 0.1689
H -2.771 -0.419 3.237 0.1213
H -2.781 -2.922 3.012 0.1008
H -2.417 0.812 1.242 0.1003
H -1.133 -1.798 0.255 0.1042
H 0.832 4.742 1.000 0.0202
H -0.499 4.208 0.352 -0.0945
O -0.063 4.530 1.044 0.0182
H 1.627 0.221 -0.563 0.0901
H 3.314 0.186 -1.047 0.0293
O 2.479 0.613 -1.012 -0.0902
H -1.744 2.460 1.187 0.0035
H -2.202 3.951 1.503 0.1210
O -2.523 3.034 1.061 -0.1219
H -0.473 2.129 -3.662 -0.0011
H -0.385 1.107 -4.752 0.0568
O 0.126 1.557 -4.090 -0.0071
H 1.140 -0.913 4.876 0.0942
H 0.543 0.384 4.029 0.0578
O 0.332 -0.370 4.620 -0.0829
H 2.690 -3.932 0.131 -0.0545
H 1.352 -3.850 0.854 -0.0142
O 1.820 -4.195 0.132 -0.0121
H 1.942 2.650 -3.307 0.0016
H 2.833 2.487 -2.195 -0.0428
O 2.763 3.017 -2.948 -0.0360
H -0.119 3.571 -1.927 0.0638
H -0.596 2.511 -1.020 0.0506
O -0.931 3.375 -1.418 -0.0947
H 4.186 -2.125 1.373 0.0739
H 2.843 -2.220 0.733 0.0536
O 3.789 -2.540 0.562 -0.0978
H 2.893 1.609 1.236 0.0176
H 4.468 1.115 1.100 0.0924
O 3.518 0.900 1.389 -0.1006
H -2.481 -2.845 -0.788 0.0342
H -1.786 -4.112 -1.430 0.0044
O -2.614 -3.743 -1.194 -0.0569
H 0.660 -1.089 2.841 -0.0080
H -0.207 -2.211 2.347 0.0268
O 0.639 -1.760 2.139 -0.0731
```

Summary:
- energy above the lowest of the compared OMol25 structures with the same formula, charge and spin (kcal per mole) = 131.88
- LUMO level (eV) = -0.24
- M (g mol⁻¹) = 328.35
- HOMO (eV) = -8.98

=====

# 2
ORCA calculation (ωB97M-V with the def2-TZVPD basis set) on a cluster of 13 separate species, C7H37NO12 in total.

```
57
Properties=species:S:1:pos:R:3:lowdin_charge:R:1
C 1.816 -0.817 -0.325 -0.2403
C 1.480 0.663 -0.142 -0.1423
C 0.118 0.929 0.488 -0.2293
C -1.000 0.628 -0.174 -0.1025
C -2.396 0.884 0.321 -0.0774
C -0.408 2.692 2.164 0.0371
C 0.119 1.520 1.847 -0.1467
N 2.545 -1.372 0.833 0.0064
H 0.907 -1.407 -0.411 0.0737
H 2.376 -0.895 -1.260 0.1204
H 2.258 1.157 0.418 0.0634
H 1.527 1.152 -1.102 0.0769
H -0.912 0.196 -1.162 0.0733
H -3.136 0.229 -0.140 0.0628
H -2.457 0.750 1.402 0.0555
H -2.736 1.913 0.171 0.0771
H -0.889 3.319 1.421 0.0715
H -0.359 3.101 3.166 0.0630
H 0.685 0.946 2.573 0.0902
H 2.672 -2.369 0.658 0.0708
H 3.444 -0.899 0.904 0.0843
H 0.999 1.798 -3.075 0.0210
H 1.563 2.892 -2.111 0.0246
O 0.969 2.759 -2.862 -0.0619
H -2.967 -1.125 2.604 0.0055
H -1.512 -0.797 2.876 -0.0062
O -2.401 -0.607 3.217 -0.0870
H -0.373 -2.855 1.584 0.0240
H -1.010 -4.238 1.289 0.1055
O -0.903 -3.351 0.917 -0.0778
H 1.205 -1.499 2.158 0.0275
H 0.400 -1.563 3.558 0.0711
O 0.498 -1.965 2.686 -0.0712
H -1.669 2.820 -1.441 0.0205
H -0.726 2.919 -2.656 0.0168
O -1.680 2.889 -2.400 -0.0629
H 0.747 -3.822 0.065 -0.0046
H 1.366 -3.549 -1.307 0.0232
O 1.521 -4.019 -0.492 -0.0517
H 1.767 4.132 0.375 0.0473
H 2.872 3.082 0.581 0.0182
O 2.392 3.572 -0.093 -0.0331
H -2.561 -2.659 1.075 0.0100
H -3.538 -1.665 0.407 0.0301
O -3.422 -2.205 1.194 -0.0560
H -2.405 -0.076 -2.843 0.0270
H -2.069 1.381 -3.187 0.0209
O -2.092 0.466 -3.568 -0.0678
H -0.338 0.230 -3.610 0.0244
H 0.477 -0.732 -2.722 0.0130
O 0.578 0.048 -3.285 -0.0761
H 3.829 1.547 3.162 0.0555
H 2.931 0.632 2.334 0.0116
O 3.502 1.415 2.266 -0.0510
H -1.383 -2.974 -2.343 0.0645
H -1.046 -2.705 -0.843 0.0069
O -0.941 -2.358 -1.751 -0.0498
```

Summary:
- energy above the lowest of the compared OMol25 structures with the same formula, charge and spin (kcal per mole) = 16.34
- LUMO level (eV) = -0.10
- M (g mol⁻¹) = 327.37
- HOMO (eV) = -9.21

=====

Here are the calculated Kohn-Sham gap numbers, same order: 8.7452, 9.1115 (eV).